Formula: C22H23Cr2N4O4
Source: the OMol25 dataset
Level of theory: ωB97M-V/def2-TZVPD

Calculated values
* highest occupied orbital energy (spin up / spin down): -10.15 / -10.31 eV
* LUMO (spin up / spin down): -2.9 / -3.1 eV
* DFT total energy: -3460.8797 Ha
* <S²>: 20.03
* energy relative to the best compared isomer or geometry (same formula, charge and spin): 0.00 kcal/mol
* maximum force: 8.23 eV Å⁻¹
* HOMO-LUMO gap (spin up / spin down): 7.25 / 7.26 eV

The geometry in ORCA input format:
```
! RIJCOSX wB97M-V def2-TZVPD def2/J DEFGRID3
* xyz 1 9
Cr 0.78358 -0.21235 -1.12177
Cr 1.64072 -0.65673 2.13060
O 3.76139 -2.64727 -0.01608
O 2.67268 -2.52225 1.85058
O 1.76775 -1.59953 0.16198
O 0.75925 0.89264 0.99864
N -0.38391 1.17677 -2.22861
N -0.13064 -1.43047 2.99521
N -1.03878 -1.25208 -0.29580
N 2.62551 1.02090 -1.53139
C 2.92719 1.26093 -2.81927
C -2.31824 1.38199 -3.64948
C -2.20424 -2.45062 4.56821
C 2.64055 -2.54067 0.50149
C -2.35242 -3.21203 0.10607
C -1.33334 0.64487 -3.03197
C 3.46214 1.52011 -0.62551
C 0.15515 2.11655 1.31595
C -1.97437 -1.07868 4.48695
C -3.42106 -2.43434 0.48293
C -0.34883 2.50427 -2.18010
C 4.02106 1.99114 -3.25413
C 4.91004 2.39212 -2.26814
C -2.32240 2.76189 -3.47734
C -1.19012 -2.57464 -0.29392
C -0.38333 -2.74546 3.07678
C 4.66737 2.13910 -0.93733
C -0.93457 -0.62718 3.70640
C -2.11752 -0.51989 0.03099
C -1.25096 3.34227 -2.82748
C -3.32945 -1.04543 0.42160
C -1.38047 -3.30630 3.84659
H -0.92935 2.07636 1.49197
H -3.17412 3.35306 -3.78754
H -2.70355 -0.46616 4.99779
H -2.39071 -4.27873 0.27372
H 4.20840 2.03010 -4.31585
H 0.38061 -3.33360 2.57504
H 0.49388 2.99806 -1.71173
H 0.61428 2.45972 2.24863
H -3.17622 0.86498 -4.05658
H 0.30244 2.88365 0.54948
H -0.86670 0.44275 3.53845
H -2.00765 0.55414 -0.05905
H -1.45776 -4.37890 3.94742
H 2.28514 0.77977 -3.54926
H -0.30325 -3.14476 -0.54431
H 3.28216 1.34593 0.42746
H 5.78066 2.93397 -2.62308
H -3.11603 -2.83396 5.00757
H -1.15464 -0.35861 -3.40588
H -4.14043 -0.39154 0.70341
H -4.27769 -2.88525 0.97007
H -1.20627 4.40910 -2.66648
H 5.17707 2.65036 -0.13387
*
```